# 1
Density functional theory data (the ωB97M-V functional and the def2-TZVPD basis) for a molecular structure, C5H8O2.

Kohn-Sham gap   10.67 eV
HOMO   -9.6 eV
Total charge   0
Energy relative to the best compared isomer or geometry (same formula, charge and spin)   61.2 kcal/mol
Total energy   -9407.1766 eV

Cartesian coordinates (Å):
O1 2.547 0.724 0.685
C1 1.670 0.086 -0.217
C2 0.440 -0.434 0.495
O2 -0.352 0.613 1.127
C3 -1.549 0.057 0.558
C4 -1.511 0.281 -0.907
C5 -0.770 -0.894 -0.290
H1 2.043 1.438 1.098
H2 1.375 0.754 -1.041
H3 2.221 -0.757 -0.652
H4 0.736 -1.160 1.263
H5 -2.422 -0.040 1.191
H6 -1.064 1.233 -1.166
H7 -2.343 -0.033 -1.533
H8 -1.038 -1.914 -0.538


# 2
Density functional theory data (the ωB97M-V functional and the def2-TZVPD basis) for a single C5H8O2 molecule in a non-equilibrium geometry.

Kohn-Sham gap   9.41 eV
HOMO   -8.9 eV
Total charge   0
Energy relative to the best compared isomer or geometry (same formula, charge and spin)   75.2 kcal/mol
Total energy   -9406.5723 eV

Cartesian coordinates (Å):
C1 2.256 -0.529 1.225
C2 0.942 -0.656 1.116
C3 0.288 0.260 0.391
O1 -0.302 1.303 1.012
C4 -0.042 0.064 -1.039
C5 -1.481 -0.469 -1.058
O2 -2.410 0.524 -0.708
H1 2.709 0.303 0.689
H2 2.903 -1.108 1.850
H3 -0.157 1.177 1.969
H4 0.012 0.998 -1.602
H5 0.637 -0.673 -1.490
H6 -1.721 -0.796 -2.069
H7 -1.542 -1.345 -0.389
H8 -2.092 0.946 0.103


# 3
Density functional theory data (the ωB97M-V functional and the def2-TZVPD basis) for a single C5H8O2 molecule.

Kohn-Sham gap   11.11 eV
HOMO   -10.3 eV
Total charge   0
Energy relative to the best compared isomer or geometry (same formula, charge and spin)   51.7 kcal/mol
Total energy   -9407.5907 eV

Cartesian coordinates (Å):
C1 -2.071 0.165 1.397
C2 -1.201 0.169 0.562
C3 -0.060 0.104 -0.389
C4 0.354 1.488 -0.869
O1 -0.410 -0.636 -1.538
C5 1.093 -0.607 0.349
O2 0.836 -1.996 0.435
H1 -2.852 0.187 2.125
H2 1.151 1.370 -1.611
H3 0.713 2.109 -0.043
H4 -0.493 1.985 -1.348
H5 -0.424 -1.565 -1.259
H6 1.230 -0.158 1.342
H7 2.020 -0.495 -0.220
H8 0.115 -2.120 1.068


# 4
Density functional theory data (the ωB97M-V functional and the def2-TZVPD basis) for a single C5H8O2 molecule.

Kohn-Sham gap   9.33 eV
HOMO   -8.5 eV
Total charge   0
Energy relative to the best compared isomer or geometry (same formula, charge and spin)   37.9 kcal/mol
Total energy   -9408.1887 eV

Cartesian coordinates (Å):
C1 -0.750 1.695 -0.745
C2 -1.204 0.579 -0.177
O1 -2.133 0.650 0.822
C3 -0.668 -0.793 -0.526
C4 0.722 -1.047 0.014
C5 1.427 -0.160 0.715
O2 2.727 -0.277 1.091
H1 -1.088 2.671 -0.418
H2 0.022 1.636 -1.505
H3 -2.348 -0.241 1.119
H4 -1.366 -1.574 -0.187
H5 -0.644 -0.893 -1.618
H6 1.177 -2.000 -0.257
H7 1.011 0.788 1.038
H8 3.115 -1.034 0.634


# 5
Density functional theory data (the ωB97M-V functional and the def2-TZVPD basis) for a single C5H8O2 molecule.

Kohn-Sham gap   9.56 eV
HOMO   -8.8 eV
Total charge   0
Energy relative to the best compared isomer or geometry (same formula, charge and spin)   95.4 kcal/mol
Total energy   -9405.6958 eV

Cartesian coordinates (Å):
O1 -2.580 -0.103 0.792
C1 -1.629 -0.828 0.264
C2 -0.838 -0.064 -0.789
C3 0.579 0.083 -0.236
C4 1.740 -0.584 -0.830
O2 1.503 0.807 -1.027
C5 0.482 0.373 1.238
H1 -2.665 0.801 0.405
H2 -0.192 -0.395 1.627
H3 -1.227 0.957 -1.011
H4 -0.850 -0.664 -1.708
H5 2.605 -0.823 -0.208
H6 1.614 -1.218 -1.708
H7 0.039 1.364 1.405
H8 1.418 0.296 1.785


# 6
Density functional theory data (the ωB97M-V functional and the def2-TZVPD basis) for a single C5H8O2 molecule.

Kohn-Sham gap   9.09 eV
HOMO   -8.1 eV
Total charge   0
Energy relative to the best compared isomer or geometry (same formula, charge and spin)   124.0 kcal/mol
Total energy   -9404.4564 eV

Cartesian coordinates (Å):
C1 -1.562 0.128 0.782
C2 -1.239 0.051 -0.654
O1 -0.202 0.755 -1.321
C3 0.940 1.021 -0.555
C4 1.526 -0.238 0.060
O2 0.581 -0.839 0.975
C5 -0.955 -1.056 0.287
H1 -0.048 -0.050 1.381
H2 -2.517 0.265 1.269
H3 -2.000 -0.124 -1.414
H4 0.731 1.755 0.237
H5 1.669 1.461 -1.241
H6 1.754 -0.987 -0.700
H7 2.437 -0.012 0.623
H8 -1.113 -2.128 0.272


Number 6 is which compound? C5H8O2


total energy of number 4 (C5H8O2)? -9408.1887 eV